[1]
Entry from the Open Molecules 2025 dataset: a single C10H18N2O3 molecule in a non-equilibrium geometry (ωB97M-V/def2-TZVPD).

Multiplicity: 1
ΔE to the lowest compared entry with this formula, charge and spin (kcal per mole): 128.3
DFT total energy (eV): -19780.3242
SMILES: CC(C)(C)[N@+]1(NC(=O)[O-])CCC[C@@H]1C=O
HOMO energy (eV): -8.71

Last column: natural (NBO) charge in e.
Positions of all 33 atoms, in Å:
1 O -2.4620 2.1862 0.4442  -0.698
2 H 1.1617 -1.6838 2.5833  0.228
3 H 1.4356 -0.5081 -2.4759  0.113
4 H 0.8070 -2.0557 -1.0994  0.223
5 O 3.0456 -0.5519 -1.3870  -0.495
6 H -1.3035 -0.7501 2.6062  0.259
7 H -2.0259 0.4235 -0.5807  0.283
8 H -1.1174 -0.5386 -1.8185  0.234
9 C 0.6974 1.9196 -1.6720  -0.438
10 H -0.8869 -2.3408 -0.5117  0.213
11 H -1.2975 2.3141 -1.3721  0.270
12 N -0.0930 0.2489 0.0868  -0.060
13 C 1.9360 -0.1843 -1.5567  0.402
14 H 0.5838 -3.2310 0.2000  0.245
15 C 0.0733 -1.1257 0.7848  0.150
16 H 2.0126 1.4161 -0.1301  0.251
17 H 1.4972 -0.1190 1.8462  0.214
18 C -1.1397 -1.4593 1.7007  -0.632
19 H 0.6723 2.9843 -1.3464  0.245
20 H 2.2330 -1.6608 1.1581  0.240
21 C 0.2205 -2.2244 -0.2210  -0.643
22 C -0.8181 1.4734 -1.8578  -0.416
23 C -1.8716 1.9145 1.4297  0.953
24 H -2.0615 -1.6140 1.1907  0.223
25 C 1.2629 0.9266 -0.7321  -0.111
26 C -1.0552 0.2694 -1.0584  -0.280
27 C 1.3345 -1.1154 1.5832  -0.645
28 H -0.6723 -2.3459 2.1485  0.223
29 O -1.9119 1.9853 2.6382  -0.680
30 H 1.1511 1.8710 -2.6297  0.227
31 H -1.1040 1.2951 -2.8524  0.214
32 H 0.0937 1.0703 1.9097  0.375
33 N -0.3978 1.2104 0.9915  -0.685

Cartesian forces, eV/Å:
-2.11 0.94 -1.79
0.23 1.04 -1.59
-0.74 -0.11 -0.17
0.29 0.31 -0.31
1.76 -0.65 0.74
0.37 -0.84 -1.81
-0.05 -0.54 -0.16
0.78 -0.43 1.54
-2.51 0.42 -0.06
1.74 -0.69 -0.39
-0.88 -0.12 -0.54
2.46 -0.13 -1.98
-0.85 1.50 -0.37
-0.63 1.71 -0.24
0.39 -0.33 -0.23
-0.17 -0.58 1.20
1.24 1.44 0.66
1.85 1.35 1.92
0.45 -1.00 0.09
-1.10 1.17 0.01
-3.10 -2.26 -0.35
1.69 2.49 1.28
1.65 -1.18 1.61
-0.61 -0.29 -0.40
0.10 -2.13 -0.29
-1.84 -0.53 0.12
0.85 -2.34 2.26
-1.17 -0.33 -0.04
0.13 0.06 -0.30
0.86 -0.02 -0.83
-0.36 0.22 -1.33
-0.61 -0.08 -1.49
-0.14 1.92 3.28

[2]
Entry from the Open Molecules 2025 dataset: 4 unconnected molecules or ions with the total composition C39H78BrNO11S in a non-equilibrium geometry (ωB97M-V/def2-TZVPD).

Multiplicity: 1
DFT total energy (eV): -146594.1197
SMILES: C=C[C@H]1[C@](CCCCCOC)(CCCCOC=O)OS(=O)(=O)[C@H](CCCCN(C)C(C)=O)[C@]1(Br)OCCC.CCOCC.CCOCC.CCOCC
HOMO energy (eV): -8.98

Last column: Mulliken charge in e.
Positions of all 131 atoms, in Å:
1 H -3.8488 -2.4801 -6.9063  0.330
2 C -4.7264 -1.9654 -7.2990  -0.307
3 H 4.2810 3.1105 -3.7007  0.314
4 H -2.2229 4.0752 -2.7042  0.428
5 S 0.8402 -2.2665 4.8183  1.318
6 C -3.9531 -1.7369 1.2679  0.000
7 H -3.1326 2.9509 -3.7117  0.277
8 H 1.5689 3.8617 -5.2140  0.358
9 H 2.6667 1.6404 4.1538  0.376
10 H 0.5505 -3.8645 -0.0927  -0.247
11 C -1.8187 0.2384 -4.8264  -0.916
12 H 0.9346 2.6735 4.7912  0.448
13 O -3.0926 3.9479 3.4447  -0.417
14 N -4.1805 -1.8954 2.6891  0.003
15 C 0.1959 2.1915 4.1512  -0.535
16 H 5.2109 1.2157 2.4901  0.114
17 H -4.8443 -0.7800 4.3245  0.368
18 C 2.8649 4.5609 -2.9524  -1.040
19 H 2.4991 -4.6934 -2.3058  0.371
20 H 5.3564 2.8537 3.0751  0.377
21 C 3.5683 -0.4023 5.1180  -2.074
22 H 0.1270 -4.4937 1.9784  0.161
23 O -0.4077 -2.2088 5.5082  -0.747
24 H 6.3321 1.5737 5.2315  0.527
25 H -3.6390 0.8089 -3.8104  0.304
26 H -5.2877 -3.5943 -8.5844  0.389
27 H -1.5634 -5.4349 3.3543  0.490
28 H 5.1753 -2.8880 1.7278  0.294
29 H 3.3811 2.5863 -2.2895  0.277
30 H 3.5138 -1.3414 5.6684  0.625
31 H 3.6039 5.0509 -2.3176  0.388
32 H -0.2615 -2.0754 2.8110  -1.636
33 C -3.0195 -0.6341 0.8043  0.321
34 H 2.9695 1.1337 2.5186  0.068
35 O 1.8778 -3.0772 5.3796  -0.726
36 H -7.1508 -0.6780 -7.0318  0.268
37 C 7.7012 2.9745 2.6340  0.108
38 H 0.9155 1.9621 2.1346  0.804
39 H 2.7714 5.1473 -3.8672  0.291
40 C -5.0774 -2.5274 -8.6655  -1.117
41 C 2.0692 2.8889 -5.2877  -0.191
42 H -0.9297 -0.3669 -4.6400  0.316
43 H -5.9582 -2.0470 -9.0932  0.271
44 O 2.3497 -3.5616 1.7786  -0.386
45 H -3.4543 3.0256 -1.9803  0.292
46 H -1.4607 -4.1795 4.5593  0.542
47 C 2.5570 -0.4702 3.9541  1.958
48 C 1.4761 -4.3386 -0.4181  0.408
49 H -3.1422 -4.1861 2.2130  0.743
50 H -2.1569 -0.5523 1.4726  -0.476
51 H -2.5260 2.2128 4.3991  0.254
52 C 5.0973 -1.8075 1.6694  -1.420
53 H 1.4072 -5.4093 -0.2177  0.420
54 O 7.3168 3.6879 1.7573  -0.477
55 H 5.9752 -1.2600 1.3418  0.330
56 C 5.7066 1.8328 3.2378  -0.333
57 C -0.7911 3.2179 3.5606  -0.441
58 H 1.9002 4.5796 -2.4426  0.241
59 H -2.1101 3.7767 5.1883  0.301
60 O -4.3729 -0.5931 -7.3089  -0.379
61 H 1.9879 -3.0296 -2.0545  0.304
62 C -2.7257 0.2372 -3.6097  -0.448
63 C 5.4163 1.3901 4.6675  -0.945
64 H -4.4085 3.7247 1.9118  0.333
65 H -5.4904 -0.2497 2.7722  0.398
66 H -0.3902 1.4893 4.7509  0.240
67 C 2.6444 -3.7819 0.4016  -0.753
68 C -2.1524 3.2315 4.2451  -0.436
69 C 2.9502 -1.6061 2.9595  0.081
70 C -2.9723 -2.3873 3.3692  -0.395
71 H -3.2604 -2.6886 4.3782  0.459
72 H 3.1999 0.3716 5.7972  0.644
73 H 0.2493 0.5051 2.8469  -0.813
74 C -6.6504 0.2899 -6.9846  -1.002
75 O 2.3614 2.3845 -3.9963  -0.267
76 C -4.5981 -0.6258 3.2739  -0.884
77 H -4.2485 -2.3876 -9.3607  0.313
78 H 3.4631 -2.3741 3.5392  0.894
79 C 2.3359 0.9462 3.3803  -1.111
80 O 1.2864 -0.7692 4.6442  -0.339
81 O -4.5091 -2.4522 0.4805  -0.570
82 H 2.9711 3.3295 -7.1909  0.401
83 C -2.6667 3.0791 -2.7340  -1.206
84 H 3.1016 -2.9159 -0.0778  0.323
85 H -0.9556 3.0319 2.4963  0.180
86 H -3.5388 0.3245 0.8283  0.316
87 C 3.2914 3.1297 -3.2306  -0.295
88 H 4.6598 2.0385 5.1127  0.463
89 H 1.3416 2.1967 -5.7131  0.233
90 H -3.8235 0.1536 3.2226  0.185
91 H -1.7951 -3.1766 1.7744  0.016
92 C -1.3510 -4.3723 3.4942  -1.215
93 C 0.0980 -4.1783 3.0171  -1.035
94 H -0.3601 4.2174 3.6466  0.195
95 H -7.3395 1.0385 -7.3770  0.395
96 H -2.2489 -1.5629 3.4852  0.206
97 C -2.3484 -3.5723 2.6381  -0.543
98 H 5.5777 -0.4384 5.7246  0.342
99 H -2.6713 -0.8428 -0.2029  0.100
100 C 1.6971 -4.0720 -1.9056  -1.537
101 C -3.8537 3.1065 2.6158  -0.375
102 H -4.5763 2.5268 3.2028  0.267
103 H 3.4266 -4.5456 0.4133  0.472
104 H 5.4585 -0.6797 4.0156  0.439
105 C 5.0441 -0.0968 4.8347  -0.698
106 H -5.5639 0.1266 -8.8458  0.297
107 Br 1.0621 -1.2132 0.8015  -0.110
108 H -5.5418 -2.1470 -6.5897  0.333
109 H 8.5890 3.2120 3.2367  0.391
110 C 3.2770 2.9778 -6.2050  -1.308
111 H -3.0402 -0.7830 -3.3873  0.315
112 H 4.0305 3.6688 -5.8254  0.291
113 H -3.2248 2.4161 2.0387  -0.026
114 C -1.6013 2.0286 -2.4667  0.080
115 H 3.7460 1.9989 -6.3123  0.311
116 H -0.7857 2.1117 -3.1938  0.017
117 H -4.8987 1.2918 -7.7155  0.343
118 O 7.1312 1.8069 2.9879  -0.308
119 H 0.7801 -4.2393 -2.4676  0.416
120 C -5.3590 0.3056 -7.7841  -0.349
121 C 3.9677 -1.1541 1.9297  -0.956
122 O -2.0970 0.7031 -2.4265  -0.244
123 H -1.1614 2.2069 -1.4839  0.288
124 C 0.8869 1.3621 3.0468  -0.185
125 H -6.4530 0.5127 -5.9350  0.225
126 H 0.7479 -4.8163 3.6161  0.439
127 H -2.3504 -0.1663 -5.6887  0.293
128 H 3.7325 -0.2742 1.3416  0.679
129 C 0.5527 -2.7225 3.1303  2.306
130 H -1.4855 1.2459 -5.0817  0.199
131 C 1.7993 -2.3667 2.2381  0.322

Cartesian forces, eV/Å:
0.02 0.04 0.01
-0.06 -0.08 0.03
-0.01 0.03 -0.03
0.01 0.00 0.02
-0.49 -0.43 0.47
-0.12 0.08 -0.19
0.05 0.04 -0.03
0.05 0.03 -0.01
0.13 0.01 -0.06
-0.04 -0.03 -0.05
0.08 0.02 -0.01
-0.06 0.02 0.07
0.00 0.06 0.09
0.20 0.22 -0.15
-0.48 -0.38 -0.49
0.11 -0.15 0.06
0.00 -0.05 0.00
-0.09 -0.01 -0.05
-0.07 -0.04 -0.08
0.05 0.01 -0.06
0.17 -0.03 -0.14
0.27 0.05 -0.03
-0.12 0.23 -0.04
-0.01 0.09 0.00
0.02 0.03 -0.02
0.02 -0.01 0.01
-0.01 -0.01 0.09
0.32 0.06 1.15
-0.02 -0.03 -0.02
-0.06 -0.09 -0.15
0.00 -0.01 0.02
-0.04 0.07 0.23
0.14 -0.21 0.30
0.06 -0.19 0.00
0.29 0.12 -0.21
-0.03 0.02 -0.05
0.12 0.01 -0.34
0.01 -0.05 -0.04
0.06 0.01 0.00
0.02 0.09 -0.05
-0.01 0.08 -0.06
-0.01 -0.01 0.01
-0.04 -0.04 0.03
-0.06 0.28 -0.27
0.01 0.01 0.01
-0.02 0.16 -0.02
0.46 0.37 0.32
0.22 0.29 0.14
-0.04 -0.12 0.21
-0.02 0.06 0.01
0.10 -0.01 0.22
0.06 0.06 -0.27
-0.22 0.00 -0.02
-0.28 0.17 0.10
-0.26 -0.19 -1.04
-0.39 0.48 -0.32
0.20 0.03 0.32
0.01 0.00 0.01
0.04 -0.27 0.17
0.13 0.03 0.04
-0.07 0.02 -0.04
-0.02 -0.02 -0.13
0.25 -0.31 -0.20
0.04 0.08 0.03
-0.02 -0.05 -0.02
0.26 0.05 0.33
0.33 -0.64 -0.37
-0.18 0.40 -0.48
-0.41 -0.26 -1.00
-0.21 -0.08 -0.06
-0.05 0.06 0.01
-0.10 -0.06 0.03
0.08 -0.03 -0.19
0.03 -0.08 0.06
-0.10 -0.11 0.01
-0.07 0.07 0.11
0.00 -0.01 0.00
-0.27 -0.12 0.11
-0.49 0.04 0.11
0.15 -0.20 -0.30
0.05 -0.10 0.05
-0.01 -0.02 -0.01
-0.07 -0.07 -0.01
-0.26 0.24 0.18
0.02 -0.09 0.01
-0.02 0.01 -0.11
0.07 0.04 0.03
-0.08 -0.05 -0.05
0.00 -0.05 0.08
0.05 -0.05 0.04
-0.13 -0.10 -0.12
-0.11 -0.44 -0.48
-0.52 0.08 0.78
-0.07 0.05 -0.20
0.01 0.02 0.01
0.10 -0.10 0.08
0.28 0.47 0.02
-0.05 -0.11 0.00
-0.10 0.10 -0.07
0.01 0.09 0.21
-0.08 -0.01 -0.08
0.05 -0.07 -0.01
0.06 0.06 0.13
-0.11 -0.02 -0.04
0.23 0.25 0.48
-0.02 -0.04 0.01
0.09 0.01 -0.35
-0.02 0.02 -0.03
0.11 -0.31 -0.08
0.07 -0.01 0.07
0.02 0.01 0.07
-0.03 0.05 -0.03
0.01 -0.01 0.03
0.06 0.12 -0.07
-0.01 -0.01 -0.02
-0.01 0.01 -0.01
0.04 -0.02 0.01
0.11 0.02 0.69
0.08 -0.14 -0.10
-0.07 0.05 -0.04
-0.13 -0.06 0.12
-0.02 -0.09 0.22
0.00 -0.10 0.02
0.13 0.35 0.17
0.00 0.02 0.00
0.21 -0.04 -0.24
-0.03 0.01 0.01
0.43 0.59 0.68
0.35 0.01 -0.54
-0.05 0.00 -0.05
-0.11 -0.23 0.71